(1)
Computed, not measured: C31H32F6N2O4S6Sc as an isolated structure, with ωB97M-V/def2-TZVPD.

Each line ends with the Löwdin charge.
CARTESIAN COORDINATES (ANGSTROEM)
Sc -0.574 -0.492 -0.307  0.780
C -3.646 0.021 2.345  -0.509
C -2.926 0.274 3.666  -0.514
S -1.201 0.774 3.465  0.900
C -0.333 -0.343 4.585  -0.532
C -0.483 -1.838 4.328  -0.515
S -0.124 -2.361 2.634  0.883
C -1.559 -3.412 2.329  -0.523
C -2.921 -2.723 2.262  -0.481
S -2.991 -1.237 1.232  0.903
H -3.656 0.929 1.737  0.083
H -4.691 -0.221 2.557  0.081
H -2.970 -0.610 4.302  0.059
H -3.470 1.062 4.191  0.075
H -0.619 -0.127 5.618  0.077
H 0.715 -0.058 4.484  0.047
H -1.495 -2.158 4.575  0.059
H 0.183 -2.364 5.017  0.076
H -1.601 -4.189 3.098  0.087
H -1.349 -3.911 1.388  0.035
H -3.269 -2.447 3.260  0.062
H -3.639 -3.441 1.865  0.083
F 0.776 -5.505 -0.148  0.112
C 0.914 -4.481 -0.996  -0.704
F 1.483 -4.945 -2.123  0.091
F 1.766 -3.609 -0.449  0.110
S -0.766 -3.724 -1.457  0.903
O -0.705 -2.533 -0.468  -0.621
O -1.705 -4.734 -0.962  -0.445
N -1.462 -0.797 -3.066  -0.109
S -2.153 0.809 -2.730  0.868
O -3.580 0.624 -2.863  -0.431
O -1.917 0.555 -1.042  -0.606
C -1.598 1.470 -5.059  -0.515
F -2.227 2.705 -5.039  -0.051
F -1.724 1.088 -6.394  -0.048
F -0.241 1.843 -4.978  -0.063
S 3.529 -1.050 -2.620  1.145
C 2.207 -1.159 -3.741  -0.437
C 2.228 -1.339 -5.121  -0.086
C 1.013 -1.332 -5.780  -0.058
C -0.194 -1.156 -5.099  -0.019
C -0.224 -0.964 -3.733  -0.264
C 1.006 -0.973 -3.057  -0.233
N 1.168 -0.759 -1.693  0.025
C 2.413 -0.771 -1.329  -0.518
C 2.863 -0.597 0.065  -0.171
C 4.016 -1.275 0.458  -0.058
C 4.438 -1.266 1.773  -0.086
C 3.683 -0.569 2.710  -0.076
C 2.555 0.124 2.319  -0.057
C 2.108 0.159 0.989  -0.213
H 3.155 -1.472 -5.658  0.102
H 0.991 -1.458 -6.853  0.107
H -1.129 -1.130 -5.634  0.116
H -1.532 -1.295 -2.183  0.011
H 4.566 -1.857 -0.271  0.091
H 5.327 -1.807 2.066  0.097
H 3.988 -0.556 3.750  0.101
H 1.999 0.703 3.048  0.096
C 2.510 2.943 0.420  -0.041
C 1.202 2.327 -0.104  -0.461
C 1.332 2.272 -1.629  -0.043
C 0.910 0.970 0.638  -0.210
C 0.037 3.246 0.286  -0.172
C -0.087 3.699 1.601  -0.069
C -1.150 4.492 1.997  -0.100
C -2.129 4.854 1.082  -0.108
C -2.024 4.412 -0.225  -0.070
C -0.953 3.620 -0.617  -0.028
H 3.367 2.352 0.092  0.085
H 2.543 2.981 1.508  0.073
H 2.635 3.959 0.039  0.092
H 2.259 1.777 -1.923  0.079
H 1.374 3.286 -2.033  0.100
H 0.508 1.767 -2.141  0.058
H 0.468 1.285 1.588  0.009
H 0.653 3.412 2.337  0.102
H -1.216 4.824 3.026  0.095
H -2.964 5.472 1.388  0.092
H -2.781 4.671 -0.954  0.106
H -0.912 3.286 -1.641  0.094

HOMO energy, eV: -4.08
Relative energy (zero: lowest compared OMol25 entry of this formula, charge and spin), kJ/mol: 0.00
M, g mol⁻¹: 847.95
Net charge: -1

***

(2)
Computed, not measured: C31H32MoN7O6S2 as an isolated structure, with ωB97M-V/def2-TZVPD.

Each line ends with the Mulliken spin population.
CARTESIAN COORDINATES (ANGSTROEM)
Mo -0.271 -0.140 0.764  1.948
O 2.026 -0.465 4.306  -0.002
C 1.590 0.176 3.157  -0.023
N 0.280 -0.348 2.803  0.106
C -0.083 -1.602 3.385  -0.069
C -0.152 -1.933 4.734  0.016
C -0.557 -3.206 5.107  -0.016
C -0.917 -4.156 4.157  0.013
C -0.905 -3.829 2.812  -0.020
C -0.491 -2.553 2.459  0.080
N -0.559 -2.017 1.143  -0.041
C -1.440 -2.625 0.213  -0.009
O -1.334 -3.722 -0.256  0.017
C -2.599 -1.700 -0.072  0.024
C -3.744 -2.138 -0.691  -0.004
C -4.822 -1.265 -0.779  0.012
C -4.700 0.002 -0.236  -0.008
C -3.497 0.371 0.347  0.029
N -2.459 -0.459 0.430  -0.062
C 2.528 -0.083 1.965  0.053
C 3.887 -0.300 2.066  0.001
C 4.620 -0.585 0.924  0.005
C 3.981 -0.630 -0.302  -0.002
C 2.624 -0.400 -0.336  -0.011
N 1.910 -0.146 0.772  -0.038
H 0.110 -1.209 5.490  -0.001
H -0.598 -3.457 6.158  0.000
H -1.221 -5.147 4.464  0.001
H -1.195 -4.546 2.057  0.001
H -3.779 -3.151 -1.070  0.001
H -5.745 -1.575 -1.249  0.000
H -5.517 0.708 -0.260  0.000
H -3.378 1.361 0.764  -0.001
H 4.374 -0.259 3.024  0.001
H 5.684 -0.771 0.996  0.000
H 4.515 -0.834 -1.219  0.000
H 2.079 -0.400 -1.269  -0.004
C 3.033 0.076 5.163  0.000
S 1.530 2.019 3.376  0.012
C 0.367 2.065 4.761  0.005
H 3.524 0.952 4.744  0.000
H 3.759 -0.715 5.346  0.000
H 2.569 0.358 6.108  0.000
H -0.238 1.159 4.742  -0.005
H -0.286 2.928 4.647  0.000
H 0.899 2.144 5.705  0.000
N -0.332 -0.150 -1.333  -0.134
C -0.444 -0.260 -2.490  0.156
N -0.540 -0.395 -3.763  0.011
C 0.532 -1.120 -4.510  0.004
C 0.520 -0.668 -5.954  0.002
O -0.786 -0.830 -6.484  0.000
C -1.661 0.103 -5.881  0.001
C -1.866 -0.262 -4.423  0.007
H 0.318 -2.188 -4.441  0.000
H 1.488 -0.899 -4.037  -0.001
H 1.185 -1.313 -6.525  0.000
H 0.846 0.371 -6.034  0.000
H -2.619 0.026 -6.393  0.000
H -1.269 1.120 -5.974  0.000
H -2.380 -1.222 -4.342  0.000
H -2.431 0.507 -3.896  -0.002
N -0.760 1.941 1.270  -0.021
C -0.272 2.547 0.038  -0.104
C 1.087 2.644 -0.184  0.021
C 1.537 2.948 -1.466  0.007
C 0.630 3.190 -2.481  0.003
C -0.742 3.228 -2.200  -0.005
C -1.192 2.898 -0.948  0.022
S 1.175 3.405 -4.165  0.000
O 0.279 2.487 -4.870  0.000
O 0.929 4.800 -4.436  0.000
O 2.559 2.979 -4.123  0.000
H -1.720 2.224 1.445  0.007
H -0.175 2.199 2.075  0.019
H 1.791 2.443 0.614  0.000
H 2.593 2.968 -1.702  0.000
H -1.431 3.472 -2.998  0.001
H -2.256 2.853 -0.738  -0.002

HOMO energy (alpha / beta), eV: -10.51 / -10.51
Relative energy (zero: lowest compared OMol25 entry of this formula, charge and spin), kJ/mol: 126.50
M, g mol⁻¹: 758.71
2S+1: 3
Net charge: +1

***

(3)
Computed, not measured: C31H32N3PV as an isolated structure, with ωB97M-V/def2-TZVPD.

Each line ends with the Mulliken spin population.
CARTESIAN COORDINATES (ANGSTROEM)
C -2.721 -0.642 0.063  0.073
C -3.170 0.826 0.013  0.007
H -2.085 -0.917 -0.814  -0.031
H -3.571 -1.337 -0.023  -0.008
H -2.326 -0.914 1.047  -0.019
H -3.638 1.012 -0.956  0.003
H -3.920 0.983 0.795  -0.001
H -2.390 1.592 0.212  -0.013
C -0.268 -2.585 -0.271  0.040
C 0.611 -3.655 -0.220  0.044
C 1.926 -3.495 -0.645  0.183
C 2.337 -2.236 -1.063  -0.092
H -1.333 -2.715 -0.088  0.026
H 0.238 -4.607 0.143  0.012
H 2.623 -4.330 -0.664  0.020
H 3.353 -2.057 -1.401  0.015
N 0.149 -1.332 -0.589  0.154
C 1.453 -1.152 -0.990  0.234
C 1.892 0.231 -1.181  0.053
N 1.072 1.202 -0.690  0.065
C 1.513 2.485 -0.627  -0.020
C 3.519 1.900 -1.842  -0.007
C 2.700 2.875 -1.257  0.117
H 0.895 3.207 -0.082  0.002
H 2.974 3.934 -1.271  0.011
C 3.143 0.563 -1.738  0.071
H 3.764 -0.256 -2.094  0.014
H 4.447 2.160 -2.363  0.000
V -0.859 0.378 -0.094  1.875
C -1.335 1.470 -1.912  -0.057
H -0.473 1.500 -2.589  0.009
H -1.493 2.484 -1.512  0.000
H -2.246 1.154 -2.439  0.009
N -0.543 0.546 1.579  0.108
P -0.116 -0.047 3.049  0.002
C -1.365 -1.192 3.677  0.021
C -1.838 -1.097 5.002  -0.001
C -2.873 -1.928 5.434  -0.004
C -3.436 -2.866 4.556  0.005
C -2.894 -3.035 3.277  -0.012
C -1.823 -2.241 2.865  0.022
C 1.410 -1.006 2.983  0.006
C 1.514 -2.200 3.724  0.005
C 2.655 -2.993 3.626  -0.002
C 3.718 -2.591 2.815  -0.001
C 3.640 -1.383 2.115  0.014
C 2.501 -0.584 2.210  0.019
C 0.071 1.287 4.226  -0.004
C 1.192 1.361 5.076  -0.001
C 1.219 2.310 6.095  0.000
C 0.147 3.198 6.259  0.002
C -0.940 3.157 5.379  0.003
C -0.974 2.213 4.352  0.009
H -1.378 -0.376 5.685  0.002
H -3.242 -1.842 6.457  0.000
H -4.283 -3.478 4.874  0.000
H -3.296 -3.794 2.600  -0.001
H -1.334 -2.445 1.906  0.018
H 0.694 -2.506 4.380  0.003
H 2.706 -3.918 4.199  0.000
H 4.616 -3.207 2.750  -0.003
H 4.478 -1.051 1.497  -0.002
H 2.444 0.374 1.688  0.000
H 2.019 0.662 4.936  0.002
H 2.072 2.343 6.775  0.000
H 0.154 3.915 7.079  0.000
H -1.775 3.848 5.496  0.000
H -1.815 2.170 3.657  0.002

HOMO energy (alpha / beta), eV: -4.58 / -7.15
M, g mol⁻¹: 528.54
2S+1: 4
Net charge: 0

***

Number 1: E_tot -145857.6988 eV. Number 2: E_tot -78902.0691 eV. Number 3: E_tot -72110.2317 eV.